Record 1
C5H6BrFN2O2S | ωB97M-V with the def2-TZVPD basis set

Computed properties:
Charge: 0
HOMO-LUMO gap (spin up / spin down) (hartree): 0.3333 / 0.1764

Last column: natural (NBO) charge in e.
Positions of all 18 atoms, in Å:
1 C 0.5873 -0.1391 1.6467  0.023
2 C 0.5313 1.2348 -0.8510  -0.463
3 C 1.8166 0.4745 -0.4359  -0.247
4 C -0.3128 1.8484 0.2879  -0.506
5 C -1.6724 -2.2374 0.4640  0.482
6 N 1.4879 -0.1008 0.8503  -0.419
7 N -0.8895 -1.7206 -0.5574  0.381
8 O 0.2570 -2.0064 -0.7055  -0.351
9 O -1.5350 -0.9193 -1.2765  -0.418
10 F -2.9156 -1.9460 0.6422  -0.246
11 S -0.8449 0.7151 1.7316  0.239
12 Br -0.7216 -3.1146 1.8807  0.159
13 H 0.7275 1.9824 -1.6938  0.229
14 H -0.1285 0.3958 -1.1145  0.240
15 H 1.8343 -0.4998 -1.0876  0.241
16 H 2.7355 1.0159 -0.3861  0.212
17 H 0.2505 2.6999 0.7709  0.210
18 H -1.2076 2.3169 -0.1659  0.234

---

Record 2
C28H29IKN7O5S | ωB97M-V with the def2-TZVPD basis set

Computed properties:
Charge: 0
HOMO-LUMO gap (hartree): 0.2240

Last column: Löwdin charge in e.
Positions of all 72 atoms, in Å:
1 K 12.0700 8.9502 8.9059  0.729
2 C 10.2460 8.1853 12.6253  -0.030
3 C 11.1907 9.3616 12.7369  -0.333
4 C 11.3889 9.8766 13.9770  -0.050
5 C 12.0912 11.0760 14.1900  -0.038
6 C 12.5246 11.7263 13.0719  -0.041
7 C 12.6278 10.9528 11.8771  -0.209
8 N 11.8760 9.8513 11.6734  0.130
9 C 13.7569 11.2871 10.9782  -0.198
10 C 14.9355 11.7676 11.6049  -0.017
11 C 16.1326 11.7562 10.9451  -0.049
12 C 16.1655 11.3124 9.6432  0.003
13 C 14.9832 10.8731 9.0087  -0.199
14 N 13.8169 10.8494 9.6988  0.095
15 C 15.1253 10.1944 7.7312  -0.253
16 C 16.4288 9.7201 7.2959  0.027
17 C 16.4626 9.1501 6.0540  -0.029
18 C 15.3725 9.3202 5.2084  -0.022
19 C 14.1941 9.9015 5.6408  -0.300
20 C 13.0536 10.0917 4.7247  -0.047
21 N 14.0488 10.2052 7.0031  0.117
22 H 9.2620 8.4565 12.2226  0.079
23 H 9.9998 7.6037 13.5394  0.092
24 H 10.6417 7.5186 11.8548  0.067
25 H 10.7565 9.4830 14.8127  0.130
26 H 12.1712 11.4363 15.1994  0.110
27 H 12.8921 12.7791 13.0159  0.131
28 H 14.8086 12.1642 12.6303  0.111
29 H 17.0917 11.9238 11.4826  0.133
30 H 17.1327 11.3007 9.1157  0.125
31 H 17.1969 9.5286 8.0120  0.103
32 H 17.2847 8.5037 5.8200  0.104
33 H 15.3990 8.8955 4.1891  0.128
34 H 13.4408 10.6484 3.8240  0.106
35 H 12.2211 10.6479 5.2271  0.081
36 H 12.6418 9.1803 4.3954  0.055
37 N 8.7060 5.9476 6.1681  -0.015
38 C 10.1162 5.5601 6.2217  -0.158
39 C 10.9186 6.2742 7.2873  -0.465
40 O 10.1531 7.0994 8.1224  -0.012
41 O 12.1047 6.1636 7.5112  0.082
42 H 7.9425 5.3418 6.5395  0.109
43 H 8.3922 6.1413 5.2205  0.082
44 H 9.3156 7.1591 7.6595  0.055
45 H 10.5849 5.8299 5.2668  0.130
46 H 10.2505 4.3896 6.2208  0.171
47 I 5.6951 11.6089 8.7417  0.892
48 C 7.6727 11.1988 8.4756  -0.809
49 C 8.6007 12.0947 8.0341  -0.168
50 N 9.8197 11.4742 7.9916  -0.009
51 N 9.7351 10.2010 8.3951  -0.057
52 C 8.4379 9.9781 8.6017  -0.188
53 H 8.5285 13.1461 7.7291  0.127
54 H 10.7072 11.7838 7.6516  0.148
55 H 7.8968 9.0315 8.9696  0.135
56 N 14.0443 6.7280 10.9640  0.082
57 C 15.2097 6.4839 10.2922  -0.343
58 C 16.4118 7.0144 10.8326  -0.050
59 C 17.6104 6.8616 10.1643  -0.078
60 C 17.5917 6.2965 8.9123  -0.285
61 C 16.4444 5.7329 8.3085  -0.053
62 C 15.2563 5.7979 9.0436  -0.030
63 S 19.0962 6.1916 7.9293  0.413
64 O 18.6443 4.9448 7.3340  -0.385
65 O 19.2081 7.4105 7.1301  -0.376
66 O 20.2584 6.0389 8.7906  -0.362
67 H 13.3375 6.0301 10.8569  0.082
68 H 14.0857 7.0003 11.9091  0.068
69 H 16.2597 7.5639 11.7634  0.099
70 H 18.5467 7.2166 10.5816  0.115
71 H 16.4240 5.4196 7.2350  0.128
72 H 14.2550 5.5783 8.6374  0.084

---

Record 3
C24H26BF5N3O8V | ωB97M-V with the def2-TZVPD basis set

Computed properties:
Charge: +2
HOMO-LUMO gap (hartree): 0.2739

Last column: natural (NBO) charge in e.
Positions of all 68 atoms, in Å:
1 V 1.0410 2.0133 2.8561  1.471
2 O -0.4179 4.9540 4.5691  -0.448
3 C -0.0386 4.5048 3.5451  0.788
4 O -0.2461 3.1730 3.2264  -0.540
5 C 0.7096 5.2270 2.4444  -0.364
6 C 0.4288 4.5467 1.0963  0.103
7 C 0.9691 5.3693 -0.0636  -0.437
8 C 2.4969 5.1436 0.0597  -0.420
9 C 2.5808 4.2441 1.2822  0.082
10 O 1.3697 3.4283 1.1655  -0.497
11 C 2.2698 5.0495 2.5627  -0.345
12 C 2.7199 4.2556 3.7635  0.792
13 O 3.4195 4.5890 4.6462  -0.420
14 O 2.2278 2.9398 3.6932  -0.465
15 H 0.4302 6.2773 2.4783  0.278
16 H -0.5772 4.1581 0.9811  0.239
17 H 0.5858 4.9867 -1.0068  0.234
18 H 0.6768 6.4145 0.0192  0.238
19 H 2.9010 4.6344 -0.8119  0.239
20 H 3.0590 6.0638 0.2058  0.237
21 H 3.4426 3.5916 1.3427  0.257
22 H 2.7850 6.0056 2.6013  0.277
23 C -0.8817 -5.0329 1.2957  -0.626
24 C -2.0047 -4.0390 1.5368  -0.210
25 N -1.5307 -2.6379 1.4835  -0.306
26 C -1.1916 -2.0423 2.6266  0.193
27 C -0.6841 -0.7707 2.7014  -0.330
28 C -0.2883 -0.2637 4.0382  0.795
29 O -0.6983 -0.6678 5.0747  -0.469
30 O 0.6442 0.7386 3.9720  -0.473
31 C -0.5835 0.0115 1.5355  0.517
32 O -0.2550 1.2434 1.5392  -0.593
33 C -0.9271 -0.6327 0.2963  -0.087
34 C -0.7701 0.0496 -0.9164  -0.195
35 C -1.0380 -0.5765 -2.0926  0.341
36 F -0.9014 0.1246 -3.2305  -0.310
37 C -1.4570 -1.9249 -2.1539  0.232
38 C -1.6196 -2.5897 -0.9488  -0.302
39 C -1.3740 -1.9618 0.2780  0.194
40 N -1.6665 -2.6070 -3.3599  -0.471
41 C -2.8136 -3.4887 -3.5167  -0.244
42 C -2.3347 -4.8099 -4.1181  -0.223
43 N -1.1771 -4.5178 -5.0510  -0.494
44 C -1.3355 -3.1759 -5.7070  -0.238
45 C -1.1926 -2.0833 -4.6435  -0.231
46 H -1.2758 -6.0478 1.3250  0.245
47 H -0.1182 -4.9478 2.0687  0.234
48 H -0.4011 -4.8749 0.3298  0.206
49 H -2.4433 -4.1803 2.5219  0.236
50 H -2.8182 -4.1461 0.8213  0.212
51 H -1.3218 -2.6176 3.5353  0.256
52 H -0.4349 1.0778 -0.9142  0.267
53 H -1.8857 -3.6357 -0.9671  0.224
54 H -3.5699 -3.0227 -4.1566  0.215
55 H -3.2950 -3.6833 -2.5627  0.250
56 H -3.1125 -5.3055 -4.6951  0.243
57 H -1.9605 -5.4940 -3.3595  0.232
58 H -1.0968 -5.2543 -5.7544  0.452
59 H -0.3073 -4.5219 -4.5146  0.440
60 H -2.3164 -3.1796 -6.1778  0.232
61 H -0.5813 -3.0710 -6.4830  0.256
62 H -1.7453 -1.2082 -4.9903  0.234
63 H -0.1463 -1.7991 -4.5449  0.231
64 F 2.2234 1.0881 1.8974  -0.439
65 B 4.9730 1.2225 1.3325  1.479
66 F 4.4888 1.5516 0.1466  -0.499
67 F 4.8338 2.0701 2.3380  -0.498
68 F 5.5583 0.0648 1.5078  -0.478

---

Record 4
C8H9NO3 | ωB97M-V with the def2-TZVPD basis set

Computed properties:
SMILES: C=C1O[C@]1(C)/C=C\C=C=[N+]([O-])O
Charge: 0
HOMO-LUMO gap (hartree): 0.3272

Last column: natural (NBO) charge in e.
Positions of all 21 atoms, in Å:
1 C -2.3156 -2.0169 0.9878  -0.505
2 C -1.3886 -1.3333 0.3835  0.314
3 O -0.0587 -1.1142 0.4954  -0.457
4 C -0.8134 -0.1512 -0.2021  0.127
5 C -0.7180 -0.0472 -1.7258  -0.616
6 C -0.9435 1.1328 0.4486  -0.158
7 C -0.0226 2.0808 0.6312  -0.211
8 C 1.4178 1.9807 0.4338  -0.260
9 C 2.0180 0.9094 -0.0074  0.207
10 N 2.3707 -0.2981 -0.1581  0.332
11 O 2.5094 -0.8619 -1.2556  -0.519
12 O 2.8495 -0.9940 0.9248  -0.522
13 H -2.1914 -2.9625 1.4362  0.215
14 H -3.3308 -1.7815 0.8841  0.210
15 H -1.6828 0.2514 -2.0803  0.220
16 H -0.4694 -1.0533 -1.9683  0.233
17 H 0.0996 0.7080 -2.1425  0.230
18 H -1.9089 1.3779 0.8832  0.219
19 H -0.4189 3.0618 0.8760  0.213
20 H 1.8577 2.9615 0.5806  0.232
21 H 3.1398 -1.8502 0.5750  0.496

---

Record 5
C3H8FNS | ωB97M-V with the def2-TZVPD basis set

Computed properties:
SMILES: N[C@@H](F)S.C=C
Charge: 0
HOMO-LUMO gap (hartree): 0.3491

Last column: natural (NBO) charge in e.
Positions of all 14 atoms, in Å:
1 N 0.7049 0.4745 1.0158  -0.876
2 C 1.0443 -0.6494 -0.0156  0.266
3 F 0.7009 -0.2982 -1.3279  -0.345
4 S 2.7988 -1.3044 0.0681  -0.060
5 H 1.2084 1.3480 0.7453  0.392
6 H 0.6155 0.0984 1.9541  0.392
7 H 0.4901 -1.3916 0.3902  0.149
8 H 3.2829 -0.2845 -0.5455  0.116
9 C -1.6175 0.2680 0.2428  -0.335
10 C -2.0625 0.2241 -1.0489  -0.440
11 H -1.7761 1.2962 0.6798  0.187
12 H -1.2255 -0.4795 0.8868  0.167
13 H -1.9710 -0.5364 -1.7602  0.197
14 H -2.1931 1.2349 -1.2848  0.190

---

Record 6
C36H34CrIN7O9P2 | ωB97M-V with the def2-TZVPD basis set

Computed properties:
2S+1: 4
Charge: +1
⟨S²⟩: 3.7731
HOMO-LUMO gap (spin up / spin down) (hartree): 0.2548 / 0.2480

Last column: Löwdin charge in e.
Positions of all 90 atoms, in Å:
1 Cr -0.2545 0.5686 -1.8370  0.719
2 C 2.5792 3.6735 -1.6430  -0.015
3 C 1.2706 4.3644 -1.3789  -0.252
4 N 1.3587 5.5936 -0.9023  0.121
5 C 0.2409 6.2575 -0.6025  -0.093
6 C -1.0173 5.7107 -0.7169  -0.145
7 C -2.2081 6.5327 -0.2905  -0.208
8 O -2.8513 6.0111 0.8694  -0.052
9 C -1.1352 4.4025 -1.2273  -0.070
10 C -2.4820 3.8226 -1.2789  -0.054
11 N -2.7835 2.6992 -1.7970  0.090
12 C -4.1496 2.3457 -1.7427  -0.326
13 C -5.1996 3.2452 -1.9262  -0.016
14 C -6.5156 2.8225 -1.8426  -0.061
15 C -6.8154 1.4926 -1.5782  -0.072
16 C -5.7871 0.5744 -1.4211  -0.142
17 C -4.4809 1.0175 -1.5210  -0.584
18 I -2.9457 -0.3815 -1.4222  1.318
19 C 0.0244 3.7185 -1.6179  -0.278
20 O 0.0070 2.5272 -2.2141  -0.233
21 H 3.2909 3.9842 -0.8797  0.090
22 H 3.0068 4.0028 -2.5958  0.082
23 H 2.4906 2.5920 -1.6373  0.049
24 H 0.3666 7.2719 -0.2393  0.117
25 H -2.9706 6.5595 -1.0687  0.124
26 H -1.8845 7.5633 -0.1270  0.122
27 H -2.2821 6.1747 1.6281  0.095
28 H -3.2514 4.4154 -0.7831  0.112
29 H -4.9783 4.2778 -2.1642  0.117
30 H -7.3139 3.5360 -1.9955  0.112
31 H -7.8431 1.1632 -1.5152  0.111
32 H -6.0042 -0.4690 -1.2383  0.098
33 C 2.3476 -7.0591 9.1870  -0.067
34 O 2.2786 -7.4841 7.8333  -0.066
35 C 2.0010 -6.5576 6.8928  -0.275
36 C 1.9548 -7.0228 5.5757  0.018
37 C 1.6754 -6.1573 4.5450  -0.011
38 C 1.4370 -4.8038 4.7988  -0.162
39 C 1.4819 -4.3514 6.1100  -0.024
40 C 1.7626 -5.2123 7.1617  -0.006
41 C 1.1413 -3.9113 3.6781  -0.244
42 N 0.9704 -4.2849 2.4290  0.197
43 C 0.7157 -3.1304 1.7436  -0.163
44 C 0.7324 -2.0384 2.5792  -0.119
45 N 1.0083 -2.5544 3.8230  0.187
46 C 0.4907 -0.7051 2.1341  -0.050
47 C 0.4766 0.4551 2.9239  0.032
48 C 0.2181 1.6684 2.3426  -0.004
49 C -0.0183 1.7356 0.9663  -0.048
50 N -0.0052 0.6555 0.2050  0.019
51 C 0.2347 -0.5563 0.7642  -0.128
52 C 0.1979 -1.6948 -0.1203  -0.147
53 N -0.1054 -1.4429 -1.4211  -0.066
54 C -0.1520 -2.4442 -2.2815  -0.107
55 C 0.0871 -3.7668 -1.8866  0.008
56 C 0.3802 -4.0404 -0.5788  0.050
57 C 0.4400 -2.9821 0.3453  -0.049
58 H 2.5916 -7.9435 9.7663  0.096
59 H 1.3878 -6.6587 9.5204  0.097
60 H 3.1287 -6.3081 9.3223  0.097
61 H 2.1423 -8.0719 5.3925  0.126
62 H 1.6379 -6.5138 3.5246  0.116
63 H 1.2871 -3.3128 6.3500  0.105
64 H 1.7862 -4.8302 8.1704  0.105
65 H 1.1175 -2.0455 4.6814  0.149
66 H 0.6624 0.3945 3.9889  0.124
67 H 0.1963 2.5773 2.9259  0.121
68 H -0.2119 2.6794 0.4808  0.112
69 H -0.3748 -2.1932 -3.3090  0.110
70 H 0.0435 -4.5480 -2.6310  0.124
71 H 0.5686 -5.0490 -0.2357  0.130
72 N 1.6316 2.2371 -4.4278  0.185
73 C 1.7480 0.7560 -4.7212  -0.495
74 C 2.6194 0.5473 -5.9530  -0.063
75 P -0.0130 0.3250 -5.0637  0.351
76 O 0.0035 -1.1493 -5.6657  -0.096
77 O -0.4959 1.3507 -6.0067  -0.254
78 O -0.6503 0.1905 -3.6838  -0.415
79 P 2.4099 -0.1108 -3.2460  0.364
80 O 3.8962 0.4887 -3.1771  -0.108
81 O 2.3627 -1.5676 -3.4384  -0.241
82 O 1.6776 0.5325 -2.0538  -0.366
83 H 1.0769 2.6569 -5.1855  0.151
84 H 2.5502 2.6762 -4.3678  0.149
85 H 1.1041 2.4041 -3.5246  0.095
86 H 2.1649 1.0103 -6.8305  0.092
87 H 2.7270 -0.5202 -6.1375  0.094
88 H 3.6149 0.9664 -5.7989  0.086
89 H -0.1845 -1.1457 -6.6146  0.104
90 H 4.5607 -0.2091 -3.0944  0.100

---

Which formula does entry 1 have? C5H6BrFN2O2S